Entry 1:
Density functional theory data (ωB97M-V with the def2-TZVPD basis set) for a structure of composition C9H27IrN4Si at a distorted geometry.

```
42
Properties=species:S:1:pos:R:3:forces:R:3
Ir -0.06651 -0.45902 -0.21922 0.431 -0.171 0.571
C 1.87035 2.05534 -0.60213 0.830 -0.002 -0.279
C 2.45174 0.85453 -1.35617 -0.006 0.780 -0.638
N 2.18589 -0.38633 -0.63499 -0.383 -0.308 0.868
C 2.93014 -0.47686 0.67947 0.091 -0.250 -0.514
C 2.04095 -0.86058 1.86564 -0.263 -0.402 -0.283
N 0.76128 -0.12184 1.86352 -0.804 0.023 0.406
C 0.86127 1.32398 2.20938 0.429 0.225 -0.440
C 0.16269 2.20397 1.17619 -0.264 1.313 0.088
N 0.48066 1.82383 -0.21825 -0.311 -0.001 -0.497
H 2.00410 2.94741 -1.21513 -0.208 0.015 -0.064
H 2.44305 2.25676 0.29769 0.098 -0.028 0.096
H 3.53088 0.97221 -1.54468 -0.287 0.143 0.136
H 1.95877 0.79142 -2.34060 0.183 -0.083 0.289
H 2.44776 -1.14606 -1.24389 0.079 -0.325 0.029
H 3.41853 0.48285 0.81709 -0.002 0.060 0.248
H 3.74340 -1.20783 0.58023 -0.245 0.118 0.101
H 2.56426 -0.70359 2.81133 0.145 -0.092 -0.092
H 1.73472 -1.91603 1.78931 0.421 0.243 0.115
H 0.14026 -0.54625 2.55881 0.266 -0.050 -0.326
H 1.92383 1.58097 2.21578 -0.070 -0.042 0.096
H 0.49326 1.56385 3.22061 -0.026 -0.311 -0.428
H 0.51102 3.25207 1.38314 -0.508 -0.720 -0.231
H -0.93488 2.18270 1.28134 0.409 -0.021 0.054
H -0.15889 2.22351 -0.92276 0.343 -0.002 0.855
C -3.11306 1.12609 -1.58570 -0.720 0.752 -0.220
Si -2.45912 -0.43854 -0.86079 0.158 0.131 -0.473
C -3.01926 -1.92609 -1.81705 -0.012 -0.241 -0.071
C -2.88803 -0.56119 0.96827 -1.095 -0.772 -0.616
H -4.20804 1.01176 -1.38961 0.486 0.213 -0.155
H -3.02682 1.29219 -2.67664 0.125 -0.335 0.536
H -2.82174 2.07130 -1.08539 -0.060 -0.561 -0.115
H -4.06362 -1.72986 -2.05244 -0.284 -0.047 -0.075
H -2.99776 -2.85941 -1.25835 -0.032 -0.029 0.261
H -2.53663 -2.14065 -2.77167 0.143 0.340 0.011
H -4.00810 -0.72388 0.87555 0.905 0.303 0.324
H -2.68110 0.30185 1.58471 -0.025 0.094 0.168
H -2.49704 -1.49432 1.37494 0.004 0.122 0.316
N 0.22814 -2.87632 -0.86053 -0.396 -0.065 -0.249
H 0.77809 -3.47835 -0.25998 0.202 -0.112 0.031
H 0.54438 -3.02400 -1.82335 -0.109 -0.023 0.294
H -0.72881 -3.24157 -0.81365 0.361 0.119 -0.127
```
Positions in Å, forces in eV/Å.

DFT total energy: -26430.9884 eV
Total charge: +2
Spin multiplicity: 5
LUMO energy (alpha / beta): -5.561 / -8.702 eV
ΔE to the lowest compared entry with this formula, charge and spin: 0.0 kcal per mole
Gap between HOMO and LUMO (alpha / beta): 8.335 / 7.851 eV

---

Entry 2:
Density functional theory data (ωB97M-V with the def2-TZVPD basis set) for a cluster of 4 separate species, C9H27NO4 in total at a distorted geometry.

```
41
Properties=species:S:1:pos:R:3:forces:R:3
C 3.71789 -12.41373 3.82450 -0.052 0.962 -1.262
C 4.75078 -12.17528 2.69362 -0.003 0.157 1.901
C 5.67143 -10.98639 2.90591 0.130 0.000 -0.087
O 5.50877 -13.37987 2.69719 -0.695 0.143 -0.006
H 4.16543 -12.52333 4.81233 0.159 -0.558 -0.224
H 3.12248 -13.24633 3.44984 -0.005 -0.297 0.737
H 3.04681 -11.55972 3.91637 -0.098 0.171 -0.166
H 4.23454 -11.97351 1.75507 -0.179 -0.497 -0.254
H 6.33715 -11.11194 3.75982 -0.149 -0.121 0.230
H 5.10704 -10.06239 3.03155 -0.010 0.048 -0.098
H 6.30791 -10.91599 2.02384 0.016 0.313 -0.001
H 6.19903 -13.29142 2.03589 0.165 0.145 -0.587
C 10.15141 -13.09172 2.98010 0.975 1.191 -0.474
C 8.73263 -13.08031 2.51828 -0.411 -1.770 -0.758
C 8.59311 -12.67978 1.02925 -0.882 1.318 1.512
O 7.16195 -12.77040 0.76509 1.885 -0.735 -1.537
C 6.86821 -12.67630 -0.65501 -0.921 2.427 0.699
N 8.23790 -14.42190 2.62767 -0.740 -2.113 0.500
H 10.65720 -13.87122 2.41032 0.411 0.176 0.004
H 10.44462 -13.17435 4.02667 -0.863 -0.452 0.174
H 10.52801 -12.10087 2.72615 0.618 -0.010 -0.354
H 8.08760 -12.49633 3.17478 0.054 0.538 -0.367
H 9.15764 -13.23437 0.27969 0.067 -0.420 0.372
H 8.97461 -11.65888 1.04713 -0.417 0.567 -0.854
H 6.88960 -11.60220 -0.83930 0.377 0.418 -0.427
H 5.80011 -12.82414 -0.81437 0.058 -0.954 0.114
H 7.51415 -13.09147 -1.42864 0.232 -0.848 0.633
H 7.44597 -14.59380 2.02485 -0.474 0.299 0.209
H 8.86206 -15.11197 2.23483 0.799 0.111 0.169
C 6.46040 -15.44991 5.35239 -1.965 0.125 -1.074
O 5.31380 -15.47739 4.40849 1.498 -1.105 1.202
H 6.38127 -16.33791 5.97953 -0.191 0.178 0.160
H 7.43622 -15.47055 4.86715 -0.160 0.291 -0.216
H 6.25880 -14.52351 5.89020 0.781 -0.112 0.601
H 5.44392 -14.71546 3.83916 -0.036 0.422 -0.497
C 2.26914 -10.06813 0.27330 -0.053 0.004 -0.216
O 1.46566 -8.88992 0.22287 -0.117 -0.224 0.137
H 2.22066 -10.45052 1.29287 0.231 0.207 0.020
H 1.92700 -10.87747 -0.37168 -0.364 0.039 -0.146
H 3.29067 -9.86880 -0.05050 0.198 0.053 0.329
H 1.30341 -8.64943 -0.69225 0.133 -0.089 -0.099
```
Positions in Å, forces in eV/Å.

DFT total energy: -19447.6294 eV
Total charge: -1
Spin multiplicity: 2
LUMO energy (alpha / beta): 3.026 / 3.039 eV
Gap between HOMO and LUMO (alpha / beta): 2.234 / 9.648 eV

---

Entry 3:
Density functional theory data (ωB97M-V with the def2-TZVPD basis set) for a structure of composition C9H28BO3Rb3 at a distorted geometry.

```
44
Properties=species:S:1:pos:R:3:forces:R:3
Rb 1.77243 -0.91319 3.55332 0.001 0.033 0.332
Rb 0.08515 -4.88211 0.60592 -0.207 -0.026 0.064
Rb 3.06503 -2.27736 -1.18940 0.252 0.006 -0.244
B 0.92227 -1.47906 0.69938 -0.257 0.224 -0.205
H 0.07950 -1.24573 1.33148 -2.645 1.344 2.083
H 1.69836 -0.80477 1.02686 3.297 2.564 0.795
H 1.26098 -2.48019 0.91682 1.286 -3.741 0.802
H 0.70771 -1.31815 -0.34575 -0.936 0.474 -3.779
C 2.31589 3.08961 0.35099 -0.460 0.732 1.195
C 1.27811 2.85267 1.54003 1.008 -0.461 -1.334
C -0.13798 2.75920 1.04999 0.221 -0.082 -0.243
O 1.61777 1.59965 2.15154 0.124 -0.027 0.808
H 2.94712 3.94749 0.58273 0.034 0.056 -0.008
H 1.84435 3.30906 -0.60693 -0.169 -0.189 0.071
H 2.99986 2.24606 0.25774 -0.246 -0.134 -0.013
H 1.31948 3.60656 2.32620 0.417 -0.043 -0.089
H -0.42643 3.73402 0.65676 -0.483 -0.085 0.213
H -0.73812 2.36686 1.87096 -0.402 0.462 -0.105
H -0.19015 2.03899 0.23348 -0.064 -0.075 -0.148
H 1.46217 0.93379 1.47772 -0.055 -0.259 -0.394
C 0.80691 0.34344 -5.17328 -1.260 -0.133 -1.866
C 1.47791 0.44328 -3.90240 -0.856 2.626 3.550
C 0.48285 0.99725 -2.74824 -0.759 -1.057 -0.667
O 1.90194 -0.82898 -3.47953 0.903 -0.352 0.417
H 0.74299 1.28608 -5.71683 0.198 -0.064 -0.036
H -0.22475 0.02700 -5.01953 -0.126 -0.286 -0.172
H 1.33613 -0.41354 -5.75207 -0.104 0.208 -0.463
H 2.27158 1.18767 -3.96598 0.732 -0.723 0.124
H 0.75349 0.82052 -1.70728 0.725 -0.160 -0.199
H -0.41198 0.39172 -2.89214 -0.152 -0.528 0.161
H -0.01059 1.96916 -2.74455 0.876 0.595 -0.732
H 1.22596 -1.44665 -3.76787 -0.160 -0.191 -0.072
C -3.75330 -2.84756 2.24760 -2.780 0.584 1.595
C -2.78320 -1.78229 1.95597 2.084 -0.724 -0.617
C -2.50996 -0.69059 3.01627 -0.834 -0.689 0.191
O -1.63458 -2.61655 1.73706 0.726 -0.202 -0.116
H -4.44388 -2.38371 2.95190 -0.834 -0.194 -0.085
H -3.39266 -3.69871 2.82516 0.499 0.055 -0.417
H -4.31867 -3.13490 1.36110 0.163 -0.282 0.156
H -3.03548 -1.36418 0.98149 -0.064 0.576 0.106
H -1.48462 -0.33124 3.10372 0.013 0.068 -0.713
H -2.72494 -1.07554 4.01311 -0.192 -0.173 0.076
H -3.20296 0.13243 2.84167 0.200 0.194 0.082
H -0.95172 -2.06754 1.34478 0.286 0.081 -0.106
```
Positions in Å, forces in eV/Å.

DFT total energy: -18563.3864 eV
Total charge: +1
Spin multiplicity: 2
LUMO energy (alpha / beta): -2.736 / -2.734 eV
Gap between HOMO and LUMO (alpha / beta): 3.134 / 9.968 eV

---

Entry 4:
Density functional theory data (ωB97M-V with the def2-TZVPD basis set) for a cluster of 6 separate species, C9H28IN2O9 in total at a distorted geometry.

```
49
Properties=species:S:1:pos:R:3:forces:R:3
I 0.09508 -0.74538 -0.27699 0.241 -0.079 0.261
C 2.52878 2.62060 1.95872 0.264 -1.047 1.338
C 3.79104 1.77994 1.94631 1.038 0.634 -0.702
O 4.82997 2.48087 1.20318 -0.015 -0.422 0.496
O 1.85749 2.52089 0.73065 -0.001 0.915 0.050
H 2.78235 3.63834 2.26122 0.178 0.314 -1.019
H 1.96647 2.35808 2.86511 -0.693 -0.640 -0.391
H 3.66157 0.78927 1.50534 -0.470 0.031 -0.170
H 4.21265 1.57909 2.93184 -0.056 0.428 0.148
H 4.52682 2.62125 0.30111 -0.278 -0.116 0.048
H 1.47292 1.64291 0.60768 -0.076 -0.196 0.133
C -0.21711 0.47710 5.47635 -1.634 -1.389 -0.871
C 0.14829 -0.48396 4.35161 0.618 -0.437 -0.796
O -0.80052 -0.67043 3.30633 -0.495 0.847 0.815
O -0.15802 1.83053 5.08571 0.663 0.116 0.464
H 0.43369 0.14172 6.28465 0.347 1.042 0.190
H -1.23872 0.27175 5.81381 -0.044 -0.192 0.122
H 0.36405 -1.49143 4.71828 0.106 0.087 0.609
H 1.10201 -0.06992 4.00664 0.030 -0.128 -0.499
H -0.40423 -0.83449 2.44077 0.345 0.128 -0.051
H -0.94875 2.01173 4.56935 0.053 -0.064 -0.143
C -3.71192 0.89763 1.50931 0.760 -0.374 -0.866
C -4.32714 -0.09647 0.50983 -0.353 1.248 0.808
O -5.09350 0.58377 -0.46998 -0.048 -0.375 0.235
O -2.63406 1.65077 0.93713 -0.307 -0.015 0.487
H -3.42452 0.30957 2.38721 0.404 0.163 0.144
H -4.44406 1.64225 1.81862 -0.188 -0.092 -0.107
H -4.98679 -0.68894 1.15060 -0.345 -0.248 -0.412
H -3.56405 -0.75840 0.09579 0.107 0.085 -0.153
H -4.48258 0.94710 -1.13527 -0.111 -0.309 0.204
H -1.87030 1.08064 0.76705 -0.168 -0.166 -0.006
C 2.10433 -2.81613 -4.02713 -1.393 -0.820 -0.613
C 3.23389 -3.69526 -4.50994 1.312 0.377 0.709
O 3.44101 -4.83279 -3.66458 -0.195 0.319 -0.197
O 2.41835 -1.96254 -2.97782 1.333 0.382 0.239
H 1.32014 -3.49214 -3.66809 -0.235 -0.069 -0.444
H 1.73425 -2.27019 -4.90435 -0.136 0.185 0.067
H 4.15198 -3.09390 -4.50352 0.051 0.169 0.083
H 3.17001 -4.02613 -5.54558 -0.657 -0.228 0.122
H 3.40600 -4.46360 -2.77431 0.090 -0.206 0.113
H 1.70470 -1.86675 -2.33475 -0.232 -0.004 0.034
C -2.66061 0.67360 -3.42718 1.915 -0.364 2.514
O -3.39175 0.82087 -2.45430 -0.406 0.195 -1.394
N -2.96464 0.52681 -4.71286 -1.778 -0.015 -3.037
N -1.31289 0.55382 -3.24264 -0.072 0.383 0.064
H -2.27250 0.45405 -5.43386 0.467 -0.028 0.398
H -3.86537 0.64688 -5.14632 -0.271 0.116 0.908
H -0.96201 0.42665 -2.29905 0.048 -0.010 -0.133
H -0.72180 0.38037 -4.03171 0.286 -0.127 0.201
```
Positions in Å, forces in eV/Å.

DFT total energy: -39297.5678 eV
Total charge: -1
LUMO energy: 2.561 eV
ΔE to the lowest compared entry with this formula, charge and spin: 8.8 kcal per mole
Gap between HOMO and LUMO: 8.013 eV

---

Question: Look up the total charge of the first one.
Answer: +2

---

Question: Which of these has the lowest DFT total energy?
Answer: C9H28IN2O9

---

Question: What is the DFT total energy in the fourth record?
Answer: -39297.5678 eV

---

Question: Which of these has the lowest DFT total energy?
Answer: C9H28IN2O9